# 1
Density functional theory data (ωB97M-V/def2-TZVPD) for a structure of composition C19H35AlBr2CaCl4CsF8N4O13PS in a non-equilibrium geometry.

```
90
Properties=species:S:1:pos:R:3:forces:R:3
C -0.0976 1.3862 -1.2419 -1.2 1.2 -1.0
C -1.3139 1.7613 -0.3339 1.7 -1.6 1.1
O -0.8088 2.5250 0.7465 -0.4 0.8 -0.6
C -2.1318 0.5613 0.2321 -0.6 -0.2 -0.2
N -2.1679 -0.6807 -0.5508 0.6 0.5 0.3
C -1.1542 -1.5830 0.0016 0.0 -0.1 -0.5
C -0.8985 -2.8567 -0.8177 -0.3 -0.2 1.1
O -0.9288 -2.6822 -2.2397 -0.5 -0.3 -0.3
C -0.1686 -3.6392 -2.9168 1.5 0.1 -0.8
C -0.2513 -5.1127 -2.4000 0.7 1.1 0.8
C -1.6288 -5.7410 -2.6293 0.6 2.1 2.4
O -1.7235 -6.5639 -3.4223 -0.5 -3.1 -3.2
Cl -3.0710 -5.2951 -1.7207 0.4 0.4 0.2
C 1.3032 -3.0044 -2.8870 0.5 0.5 1.2
F 1.2785 -1.6113 -2.5990 -0.5 -0.3 0.2
N 1.9643 -3.0120 -4.1880 -1.1 -0.4 -1.0
C 1.0311 -3.5035 -5.1368 -1.6 -0.9 1.5
O 1.2229 -3.7284 -6.3258 -1.3 -0.8 5.1
C -0.3135 -3.7949 -4.4515 -1.0 0.1 -1.7
C -1.4506 -3.0663 -5.2294 0.5 0.4 -0.6
C -1.5865 -1.5371 -4.9517 -0.5 -0.8 0.5
C -2.9796 -1.2527 -4.3406 0.5 0.6 -0.3
F -3.3782 -2.1986 -3.4310 0.1 -0.2 -0.1
H 0.4736 2.3184 -1.5248 -0.5 -0.7 0.4
H 0.6177 0.7125 -0.7641 -0.4 -0.1 0.0
H -0.4994 0.9797 -2.1885 0.5 -0.3 0.3
H -2.0574 2.4222 -0.8860 -0.1 -1.0 0.9
H -0.0449 2.0562 1.1093 -0.2 0.0 0.2
H -1.6604 0.2994 1.1925 -0.1 0.4 -0.2
H -3.1391 0.9237 0.4998 0.2 -0.2 -0.2
H -2.0609 -0.5431 -1.5485 -0.1 -0.1 0.0
H -1.5674 -1.9157 0.9546 0.2 -0.1 0.0
H -0.2103 -1.0579 0.2700 -0.1 -0.2 -0.4
H 0.0694 -3.2643 -0.4790 -0.2 0.2 -0.2
H -1.6666 -3.5839 -0.5243 0.2 0.2 -0.3
H 0.4582 -5.6725 -3.0234 -0.4 -0.1 0.2
H 0.1173 -5.2243 -1.3715 -0.5 0.1 -0.1
H 1.8668 -3.3972 -2.0332 0.4 -0.2 -0.7
H 2.0042 -2.0260 -4.4642 1.1 -0.1 0.3
H -0.4579 -4.8431 -4.7717 -0.2 0.2 0.6
H -2.3895 -3.6194 -5.1113 0.2 0.3 0.3
H -1.1990 -3.1709 -6.2977 -0.1 -0.2 0.3
H -1.5376 -0.9827 -5.8988 0.0 0.0 0.3
H -0.7733 -1.1940 -4.2904 -0.3 -0.1 -0.1
H -2.9563 -0.2911 -3.8026 -0.2 -0.1 -0.3
H -3.7071 -1.2269 -5.1631 0.0 0.1 0.4
C -2.0497 -0.4557 4.4652 -0.8 -0.1 -0.3
Cl -1.0482 1.0058 4.2998 0.3 -0.2 -0.1
Cl -3.6424 -0.1188 3.8406 0.0 0.0 0.2
Cl -1.3574 -1.8401 3.5998 0.4 0.0 0.2
H -2.1032 -0.7057 5.5183 0.1 0.0 0.0
Br 4.2653 2.2088 0.2926 0.0 0.2 0.2
C 4.1305 1.6595 -1.5542 0.4 -0.2 0.8
C 4.2297 2.8687 -2.4282 -1.0 -1.8 -1.0
Br 2.5538 3.9106 -2.4488 0.3 0.4 0.0
H 3.2008 1.1103 -1.6775 0.0 0.1 -0.2
H 4.9691 0.9865 -1.7291 0.0 0.1 -0.1
H 4.3997 2.5856 -3.4712 0.1 0.2 0.0
H 5.0116 3.5389 -2.1076 -0.3 -6.2 0.8
O 1.8948 0.9220 5.7674 0.1 -0.1 0.0
H 1.0394 0.7175 5.3759 0.0 0.0 0.1
H 1.8052 0.6954 6.6994 0.1 0.0 0.0
O 6.1194 3.7861 5.5582 -0.2 0.6 -0.2
S 4.8500 3.0749 5.7021 0.0 -0.2 -0.4
O 5.0922 1.8723 6.5052 -0.6 -0.1 0.1
O 4.3362 2.7211 4.3822 0.4 -0.3 -0.4
O 3.8638 3.9112 6.3822 0.4 0.0 0.6
C -0.7587 5.4666 4.1254 0.0 0.0 0.1
O -1.2794 5.5585 5.2118 0.0 0.0 0.0
N -0.3884 6.5644 3.3895 0.0 0.2 -0.1
N -0.4930 4.2568 3.5341 0.0 -0.2 0.0
H 0.0442 6.5119 2.4890 0.0 0.0 0.0
H -0.5684 7.4660 3.7928 0.0 0.0 0.0
H -0.7523 3.4330 4.0477 0.0 0.2 0.0
H -0.0633 4.1578 2.6363 0.0 0.1 0.0
Al -1.6419 3.7598 -1.9616 0.1 1.1 -0.4
F -6.3718 0.4596 0.4216 0.9 0.9 -0.8
P -6.9053 0.8722 1.9271 -1.0 -0.3 0.1
F -6.1408 2.3037 1.6669 -0.4 0.9 -0.7
F -8.1864 1.5371 1.1645 0.2 -0.1 -1.3
F -6.6602 -0.7446 2.0534 -0.6 -0.6 0.7
F -8.0969 0.6700 3.0199 0.5 0.1 1.1
F -5.9017 0.9957 3.2273 0.6 -0.9 0.5
Cs 2.1393 -2.9963 -8.2155 2.2 1.5 -4.9
C 7.2925 -0.2045 5.5583 -0.7 -0.9 -0.7
O 7.5550 -0.6426 6.6932 0.4 1.0 0.1
O 6.5701 -1.0706 4.7815 0.4 0.3 0.7
O 7.5997 0.8913 5.0703 0.2 0.3 0.4
H 6.5168 -1.7792 5.4516 -0.5 -0.5 -0.6
Ca 5.1382 5.0458 -2.2502 1.0 7.3 -0.1
```
Forces are in eV/Å.

Calculated values
Charge: +2
E_HOMO: -11.1 eV
HOMO-LUMO gap: 1.53 eV

=====

# 2
Density functional theory data (ωB97M-V/def2-TZVPD) for a cluster of 11 separate species, C19H35Cl4N9O14 in total in a non-equilibrium geometry.

```
81
Properties=species:S:1:pos:R:3:forces:R:3
N 26.1358 -8.5197 -20.3166 -0.7 -0.9 -1.9
C 26.6606 -9.5167 -21.1236 -1.6 0.7 2.4
C 25.8901 -10.6087 -21.6005 0.9 2.0 0.1
C 24.5429 -10.5486 -21.3451 -1.4 0.7 0.6
C 23.9322 -9.4901 -20.5999 1.9 -0.6 -0.9
C 24.7763 -8.4525 -20.1687 0.8 -1.3 -0.7
H 27.7332 -9.4172 -21.2001 0.1 -0.3 -0.4
H 26.3247 -11.3496 -22.2551 0.0 -0.1 0.1
H 23.9040 -11.2766 -21.8230 -0.2 -0.3 0.2
H 22.8619 -9.4805 -20.4556 0.0 0.2 0.0
H 24.3361 -7.5424 -19.7887 0.3 0.2 0.4
N 16.8126 -10.3807 -16.4568 -1.6 0.4 0.8
C 15.9504 -10.0515 -15.4366 1.9 1.5 -0.2
C 15.8518 -8.7244 -14.9062 0.2 -1.0 -1.4
C 16.5772 -7.6787 -15.5358 0.9 -2.2 1.1
C 17.5647 -8.1103 -16.4213 -0.9 0.9 -1.3
C 17.5495 -9.4012 -16.9621 -0.2 0.2 1.0
H 15.4751 -10.9012 -14.9691 -0.3 0.1 0.0
H 15.2628 -8.5505 -14.0178 -0.3 0.1 -0.1
H 16.5617 -6.6751 -15.1371 -0.1 0.1 -0.2
H 18.2397 -7.4099 -16.8907 0.1 0.2 0.1
H 18.1811 -9.6404 -17.8048 0.2 -0.1 0.0
C 18.5229 -4.8353 -20.5759 -0.3 -0.9 -0.5
N 18.2527 -6.3143 -20.5611 -0.8 -1.1 -0.8
O 17.9970 -6.9577 -21.6196 0.9 1.8 2.7
O 18.1435 -6.7364 -19.4220 0.1 -0.8 -0.8
H 19.0994 -4.6348 -21.4790 -0.3 0.4 0.3
H 18.9886 -4.5610 -19.6293 0.2 -0.2 -0.4
H 17.4860 -4.5012 -20.5411 0.2 0.7 -0.5
C 21.9380 -2.4332 -22.2755 -0.3 -0.9 -0.6
N 21.3348 -1.8984 -21.0584 -0.5 -1.9 -0.5
O 20.6951 -2.7151 -20.3712 0.6 1.3 -0.3
O 21.4872 -0.7486 -20.8610 -0.2 2.6 1.5
H 21.1281 -2.4410 -23.0049 -0.3 -0.9 0.2
H 22.2842 -3.3792 -21.8591 0.4 -0.4 -1.3
H 22.6420 -1.7993 -22.8147 0.5 0.1 1.1
C 25.9885 -4.1036 -16.5959 0.7 0.5 0.1
N 25.6953 -5.5422 -16.6787 1.8 -0.3 0.0
O 26.5693 -6.3325 -16.9527 0.7 0.3 -0.5
O 24.6089 -5.8830 -16.3490 -2.9 -0.5 0.5
H 27.0248 -4.0048 -16.2730 -0.1 -0.1 0.1
H 25.2926 -3.7145 -15.8527 0.1 0.2 -0.4
H 25.9125 -3.6575 -17.5875 -0.4 -0.2 0.0
C 21.9223 -5.4071 -13.8412 -0.3 1.3 0.7
N 22.5459 -4.0183 -14.0118 2.0 1.0 -1.1
O 23.1822 -3.4832 -13.0507 -2.2 -1.5 -2.7
O 22.5134 -3.5663 -15.1919 0.1 -0.7 3.3
H 22.7118 -6.1571 -13.8898 0.0 0.2 -0.4
H 21.1306 -5.4792 -14.5870 0.4 -0.2 -0.1
H 21.4899 -5.4035 -12.8406 0.1 -0.1 0.0
C 26.5979 -4.3108 -21.1284 -1.1 -0.2 -0.6
N 25.2194 -4.8058 -21.0166 4.1 0.1 -1.7
O 24.6302 -4.5655 -19.9694 -2.9 0.9 4.2
O 24.7562 -5.4467 -21.9942 -1.1 -0.9 -1.6
H 26.5621 -3.7345 -22.0528 0.5 0.5 -0.1
H 27.3084 -5.1172 -21.3104 0.1 -0.2 0.3
H 26.8196 -3.7160 -20.2422 0.1 -0.1 -0.2
C 21.3639 -1.0729 -17.2597 -0.5 -1.0 -0.7
N 20.5445 0.0947 -17.5802 0.4 1.8 0.1
O 19.3459 -0.0026 -17.6012 -1.0 -0.7 -0.2
O 21.1110 1.1757 -17.6572 0.3 -0.4 -0.2
H 20.7147 -1.9408 -17.3751 -0.1 0.1 0.8
H 21.6952 -0.8218 -16.2521 0.5 -0.7 -0.3
H 22.0941 -1.2726 -18.0440 0.5 0.8 0.4
C 21.6506 -5.1224 -18.3010 -0.4 0.8 -0.2
N 21.5213 -6.5317 -17.8634 0.0 -0.9 -0.3
O 20.8246 -6.8175 -16.8841 0.7 0.6 -0.9
O 22.1244 -7.3512 -18.5401 -0.4 0.3 0.7
H 20.7238 -4.6044 -18.0543 0.3 -0.1 0.4
H 21.8052 -5.0235 -19.3754 0.2 -0.6 0.1
H 22.5238 -4.6864 -17.8157 -0.1 -0.1 0.2
C 24.1186 -9.5154 -16.9762 -0.5 -0.3 0.5
Cl 23.5654 -9.2405 -15.2611 0.3 0.0 -0.7
Cl 25.5556 -10.5356 -17.0443 0.1 0.1 0.1
H 23.3176 -10.0935 -17.4369 0.1 0.4 -0.1
H 24.3086 -8.5544 -17.4542 0.0 -0.2 0.2
C 18.3509 -2.8160 -15.0950 -0.3 -0.7 -0.4
Cl 18.8080 -4.2368 -16.1560 -0.3 0.7 0.8
Cl 19.7599 -2.0936 -14.3283 -0.2 0.2 -0.2
H 17.7826 -2.1491 -15.7434 0.6 0.2 0.1
H 17.7091 -3.1390 -14.2753 0.1 -0.3 -0.3
```
Forces are in eV/Å.

Calculated values
2S+1: 2
Charge: -1
E_HOMO (spin up / spin down): -1.4 / -5.1 eV
Expectation value of S²: 0.753
HOMO-LUMO gap (spin up / spin down): 2.88 / 6.63 eV

=====

# 3
Density functional theory data (ωB97M-V/def2-TZVPD) for a cluster of 2 separate species, C19H35FN2O7S2 in total in a non-equilibrium geometry.

```
66
Properties=species:S:1:pos:R:3:forces:R:3
C 4.6608 -2.7072 0.0259 -1.2 2.1 0.1
C 4.0571 -1.4387 -0.0632 0.2 -1.7 0.7
C 2.7501 -1.0961 0.7903 -1.6 -2.4 -0.5
O 1.7479 -1.8585 0.7572 3.8 3.2 0.4
O 2.8016 0.0808 1.6153 -0.3 -1.0 -2.3
C 2.1330 1.1970 0.9230 -1.1 0.2 0.5
C 0.5319 1.0643 1.0111 -0.1 1.0 0.3
C -0.1100 2.3865 1.7026 0.6 -0.7 -0.2
C -1.6417 2.1729 2.1696 0.3 0.8 0.4
C -2.6610 3.0520 1.2916 0.1 0.5 -0.2
C -3.6385 2.1959 0.3514 1.2 -0.1 -0.2
N -5.0853 2.6060 0.4324 -0.5 0.9 -0.5
C -6.0098 1.5114 0.0113 -1.4 -0.9 -1.1
C -6.2476 0.3861 1.1357 0.4 1.0 0.8
N -5.5636 -0.9101 0.8597 -2.3 -0.6 1.5
C -6.0205 -1.5586 -0.4087 1.1 -2.1 -1.5
C -4.6672 -2.0203 -1.1972 0.2 1.2 0.6
C -5.6656 -1.8566 1.9677 1.1 -3.4 0.6
C -6.2531 -1.4948 3.4283 1.3 1.0 -0.5
O -5.2404 -3.0474 1.8415 -1.5 4.2 -0.2
S -5.3949 4.0365 -0.4741 1.0 1.8 -5.0
O -4.1608 4.8049 -0.8317 -2.9 -2.0 2.7
O -6.1543 3.7756 -1.7554 0.9 0.2 4.6
F -6.3501 4.9953 0.5451 1.7 -2.2 -1.6
H 4.2313 -3.5103 0.7293 0.6 1.5 -1.2
H 5.6136 -2.9576 -0.5596 -2.2 0.4 1.2
H 4.4471 -0.6155 -0.7555 -0.4 -1.3 1.3
H 2.4576 1.2383 -0.1703 -0.2 0.1 1.5
H 2.4279 2.1350 1.5113 -0.1 -1.4 -1.1
H 0.1298 0.9722 -0.0564 0.3 -0.2 1.6
H 0.2245 0.1856 1.6681 0.6 0.9 -1.2
H 0.0046 3.2480 0.9500 -0.4 -1.1 1.2
H 0.5456 2.6537 2.6167 -1.1 -0.5 -1.4
H -1.6923 2.5538 3.2564 -0.1 -0.7 -1.7
H -1.9379 1.0601 2.2080 0.5 1.7 -0.2
H -3.2480 3.7645 1.9862 0.6 -1.3 -1.2
H -2.0530 3.7505 0.6065 -1.0 -1.1 1.1
H -3.5959 1.0846 0.6510 -0.3 1.7 -0.4
H -3.2998 2.2773 -0.7473 -0.4 -0.3 1.6
H -7.0536 1.9311 -0.2434 1.8 -0.4 0.4
H -5.6113 1.0772 -0.9816 -0.6 0.4 1.6
H -7.3773 0.2245 1.2977 1.6 0.4 -0.3
H -5.7809 0.8106 2.1042 -1.0 -0.7 -1.4
H -6.5952 -2.5461 -0.2326 0.7 1.7 0.1
H -6.7055 -0.9144 -1.0535 1.2 -0.5 1.1
H -3.8509 -1.2981 -0.8119 -1.2 -1.1 -0.8
H -4.3257 -3.0641 -0.8780 -0.7 1.5 -0.6
H -4.7374 -1.8744 -2.3242 0.0 -0.5 1.4
H -5.5243 -0.7033 3.8551 -1.3 -1.0 -0.5
H -7.3017 -1.0516 3.3911 1.4 -0.6 0.1
H -6.1617 -2.3960 4.1250 -0.3 1.2 -1.4
O 7.4449 -1.0828 -0.4479 -0.1 -0.4 -0.1
S 7.7158 -2.0797 -1.4563 0.4 0.2 -0.3
O 7.1583 -3.4133 -1.3951 0.4 0.1 0.0
C 7.3563 -1.3781 -3.0568 -0.1 0.2 -0.4
C 8.6620 -0.7181 -3.4801 0.1 0.2 0.0
C 9.7675 -1.7081 -3.1070 0.1 0.0 -0.2
C 9.4868 -2.1945 -1.6837 0.6 -0.1 -0.1
H 6.5260 -0.6768 -2.9775 0.0 -0.1 0.1
H 7.0937 -2.1979 -3.7292 0.0 0.0 0.1
H 8.6672 -0.4878 -4.5472 0.0 0.0 0.1
H 8.8039 0.2183 -2.9309 -0.1 -0.1 -0.1
H 9.7442 -2.5571 -3.7978 0.0 0.1 0.1
H 10.7581 -1.2541 -3.1798 -0.1 -0.1 0.0
H 9.8032 -3.2284 -1.5418 -0.2 0.1 0.1
H 9.9645 -1.5541 -0.9405 -0.2 -0.1 0.0
```
Forces are in eV/Å.

Calculated values
Structure (SMILES): C=CC(=O)OCCCCCCN(CCN(CC)C(C)=O)S(=O)(=O)F.O=S1(=O)CCCC1
E_HOMO: -9.4 eV
HOMO-LUMO gap: 9.65 eV